1.
# C11H19NSi

2 unconnected molecules or ions with the total composition C11H19NSi at a distorted geometry (ωB97M-V with the def2-TZVPD basis set, the OMol25 dataset).

The geometry in ORCA input format:
```
! wB97M-V def2-TZVPD RIJCOSX def2/J DEFGRID3
* xyz 0 1
C 1.04 1.13 -3.68
C 2.01 0.19 -3.22
C 0.44 1.88 -2.68
C 2.28 -0.14 -1.93
C 0.66 1.62 -1.40
C 1.60 0.59 -0.92
C 0.46 0.66 3.22
C -2.49 -1.24 2.23
C -1.99 -0.12 -0.56
C -0.17 -2.15 0.59
C -0.28 0.91 1.84
N 1.95 0.57 0.35
Si -1.18 -0.55 1.09
H 0.90 1.20 -4.73
H 2.55 -0.33 -3.96
H -0.13 2.67 -2.96
H 3.01 -0.94 -1.77
H -0.09 2.15 -0.71
H 0.90 -0.35 3.54
H 1.35 1.36 3.24
H -0.24 1.03 3.92
H -2.23 -1.64 3.21
H -3.04 -0.37 2.63
H -3.05 -2.00 1.70
H -2.46 -0.95 -0.99
H -2.62 0.79 -0.75
H -1.06 -0.16 -1.22
H -1.10 -2.79 0.40
H 0.48 -2.15 -0.24
H 0.22 -2.58 1.43
H -0.10 1.91 1.53
H 2.38 -0.21 0.80
*
```

The calculation puts the energy relative to the best compared isomer or geometry (same formula, charge and spin) at 4.482 eV. For the HOMO energy (alpha / beta), the calculation gives -0.29436 / -0.27310 Ha. The value obtained for the calculated total energy is -21078.7827 eV. As for the molecular weight: 193.37 g mol⁻¹. The value obtained for the LUMO energy (alpha / beta) is 0.39 / -1.15 eV.

2.
# C4H7ClFN

C4H7ClFN in the gas phase at a distorted geometry (ωB97M-V with the def2-TZVPD basis set, the OMol25 dataset).

The geometry in ORCA input format:
```
! wB97M-V def2-TZVPD RIJCOSX def2/J DEFGRID3
* xyz 0 1
C 2.10 0.86 -0.68
C 1.76 -0.52 -0.11
N 1.26 -0.65 1.21
C 0.39 -1.02 0.01
C -0.87 -0.30 -0.42
F -2.02 -1.09 -0.36
Cl -1.19 1.16 0.29
H 2.69 1.49 0.19
H 1.19 1.57 -1.06
H 2.68 0.88 -1.70
H 2.45 -1.27 -0.38
H 0.90 0.19 1.53
H 0.26 -2.07 -0.17
H -0.82 -0.23 -1.47
*
```

The calculation puts the energy relative to the best compared isomer or geometry (same formula, charge and spin) at 1.551 eV. For the HOMO energy, the calculation gives -0.36109 Ha. The value obtained for the calculated total energy is -20989.2668 eV. As for the molecular weight: 123.56 g mol⁻¹. As for the SMILES: C[C@H]1N[C@H]1[C@@H](F)Cl. The value obtained for the LUMO energy is 0.81 eV.

3.
# C21H36N7O5

2 unconnected molecules or ions with the total composition C21H36N7O5 at a distorted geometry (ωB97M-V with the def2-TZVPD basis set, the OMol25 dataset).

The geometry in ORCA input format:
```
! wB97M-V def2-TZVPD RIJCOSX def2/J DEFGRID3
* xyz 1 1
O -2.20 0.58 1.38
O 2.34 -4.55 -4.61
O -1.02 1.10 4.76
O 4.59 -0.69 -2.30
O 0.41 2.52 3.65
C -3.10 0.68 2.22
C 2.38 -3.36 -4.87
C -0.81 2.02 3.97
C 4.40 -0.57 -3.51
C 0.54 2.49 -0.58
C -6.30 -3.98 4.68
C -4.97 -3.61 4.92
C -6.93 -3.56 3.50
C -4.27 -2.83 3.99
C -6.23 -2.78 2.57
C -4.89 -2.41 2.80
N 0.26 2.24 0.67
N 5.28 0.00 -4.33
N -3.15 1.75 3.07
N -4.14 -0.21 2.33
N 0.29 1.57 -1.49
N 2.98 -2.51 -4.03
N 1.04 3.66 -0.87
C 1.77 -2.84 -6.15
C 6.59 0.50 -3.91
C -2.02 2.66 3.27
C -4.13 -1.57 1.81
C 2.77 2.75 4.07
C 1.49 2.03 4.46
C 0.48 1.68 -2.95
C 1.82 1.10 -3.43
C 1.85 -0.43 -3.38
C 3.07 -1.04 -4.12
H -6.84 -4.58 5.40
H -4.48 -3.93 5.84
H -7.96 -3.84 3.31
H -3.24 -2.56 4.20
H -6.73 -2.46 1.66
H -0.31 1.43 0.90
H 0.56 2.84 1.42
H 5.06 0.04 -5.31
H -3.77 1.62 3.87
H -4.80 -0.04 3.08
H -0.11 0.71 -1.15
H 3.37 -2.95 -3.20
H 1.20 4.34 -0.15
H 1.25 3.87 -1.83
H 2.54 -2.41 -6.78
H 1.00 -2.10 -5.93
H 1.30 -3.68 -6.68
H 7.26 -0.35 -3.74
H 7.02 1.14 -4.68
H 6.50 1.06 -2.98
H -1.70 3.06 2.30
H -2.34 3.51 3.87
H -4.60 -1.60 0.82
H -3.11 -1.95 1.71
H 2.67 3.83 4.24
H 3.01 2.57 3.02
H 3.61 2.39 4.69
H 1.28 2.20 5.52
H 1.62 0.95 4.31
H -0.33 1.15 -3.46
H 0.42 2.72 -3.26
H 2.63 1.51 -2.83
H 1.97 1.42 -4.47
H 1.86 -0.76 -2.34
H 0.95 -0.82 -3.85
H 3.05 -0.73 -5.16
*
```

For the HOMO energy, the calculation gives -0.40800 Ha. The value obtained for the calculated total energy is -43026.9606 eV. As for the molecular weight: 466.56 g mol⁻¹. The value obtained for the LUMO energy is -2.42 eV.

4.
# C4H6N4O2

C4H6N4O2 in the gas phase at a distorted geometry (ωB97M-V with the def2-TZVPD basis set, the OMol25 dataset).

The geometry in ORCA input format:
```
! wB97M-V def2-TZVPD RIJCOSX def2/J DEFGRID3
* xyz 0 1
C 1.08 -0.41 2.30
N 0.34 -0.87 1.15
C -0.37 -0.11 0.49
N -0.44 1.31 0.60
N -1.23 -0.60 -0.41
C -0.98 -0.58 -1.64
O -1.97 -1.14 -2.51
C 0.24 -0.20 -2.39
N 1.15 0.51 -2.49
O 2.10 1.16 -2.76
H 1.67 0.45 2.16
H 0.33 -0.14 3.15
H 1.73 -1.18 2.68
H -1.21 1.68 0.22
H 0.16 1.66 1.31
H -2.60 -1.53 -1.86
*
```

The calculation puts the energy relative to the best compared isomer or geometry (same formula, charge and spin) at 5.827 eV. For the HOMO energy, the calculation gives -0.34558 Ha. The value obtained for the calculated total energy is -14296.7192 eV. As for the molecular weight: 142.12 g mol⁻¹. As for the SMILES: C/N=C(N)/N=C(/O)C#[N+][O-]. The value obtained for the LUMO energy is 0.00 eV.

5.
# C8H28IO10

7 unconnected molecules or ions with the total composition C8H28IO10 at a distorted geometry (ωB97M-V with the def2-TZVPD basis set, the OMol25 dataset).

The geometry in ORCA input format:
```
! wB97M-V def2-TZVPD RIJCOSX def2/J DEFGRID3
* xyz -1 1
I 13.57 -13.38 -6.50
O 11.84 -15.22 -0.54
H 12.32 -15.95 -0.14
H 12.42 -14.91 -1.23
O 8.32 -10.11 -6.21
H 7.77 -10.79 -6.60
H 9.21 -10.44 -6.32
C 11.05 -10.53 -12.62
C 11.59 -11.89 -13.09
O 12.94 -12.19 -12.72
O 9.66 -10.39 -12.70
H 11.62 -9.79 -13.18
H 11.35 -10.57 -11.57
H 11.63 -12.08 -14.16
H 10.95 -12.64 -12.62
H 12.96 -12.34 -11.77
H 9.27 -10.97 -12.05
C 11.86 -20.30 -9.62
C 12.49 -21.67 -10.04
O 13.85 -21.62 -9.88
O 12.12 -19.27 -10.51
H 12.37 -19.94 -8.72
H 10.79 -20.37 -9.45
H 12.32 -21.87 -11.10
H 11.90 -22.47 -9.60
H 13.97 -21.52 -8.93
H 12.10 -18.46 -10.00
C 16.55 -19.38 0.07
C 17.07 -18.26 -0.91
O 16.51 -18.45 -2.15
O 15.14 -19.20 0.34
H 17.00 -19.23 1.05
H 16.80 -20.37 -0.30
H 18.14 -18.08 -0.94
H 16.55 -17.33 -0.64
H 16.35 -17.62 -2.61
H 15.03 -19.55 1.23
C 18.50 -6.39 -4.63
C 17.33 -6.92 -5.39
O 17.75 -7.73 -6.45
O 17.95 -5.86 -3.46
H 18.98 -5.56 -5.13
H 19.21 -7.21 -4.49
H 16.83 -6.10 -5.92
H 16.56 -7.41 -4.79
H 17.36 -8.60 -6.39
H 17.90 -4.91 -3.57
*
```

The calculation puts the energy relative to the best compared isomer or geometry (same formula, charge and spin) at 0.783 eV. For the HOMO energy, the calculation gives -0.13932 Ha. The value obtained for the calculated total energy is -37324.3876 eV. As for the molecular weight: 411.21 g mol⁻¹. The value obtained for the LUMO energy is 2.15 eV.

6.
# CN3O3S

2 unconnected molecules or ions with the total composition CN3O3S at a distorted geometry (ωB97M-V with the def2-TZVPD basis set, the OMol25 dataset).

The geometry in ORCA input format:
```
! wB97M-V def2-TZVPD RIJCOSX def2/J DEFGRID3
* xyz -1 1
C 2.43 0.22 0.10
N 2.97 1.20 -0.11
N -1.86 1.11 -0.92
N -2.42 0.49 -0.20
O -3.22 0.13 0.59
O -0.91 -1.34 0.26
O 1.94 -0.86 0.38
S 0.35 -1.19 -0.52
*
```

The calculation puts the energy relative to the best compared isomer or geometry (same formula, charge and spin) at 0.297 eV. For the HOMO energy, the calculation gives -0.11389 Ha. The value obtained for the calculated total energy is -22482.7725 eV. As for the molecular weight: 134.10 g mol⁻¹. The value obtained for the LUMO energy is 3.84 eV.

7.
# C2H10NO3

3 unconnected molecules or ions with the total composition C2H10NO3 at a distorted geometry (ωB97M-V with the def2-TZVPD basis set, the OMol25 dataset).

The geometry in ORCA input format:
```
! wB97M-V def2-TZVPD RIJCOSX def2/J DEFGRID3
* xyz 0 2
C 1.91 -1.53 0.41
N 0.56 -1.49 -0.18
C -0.28 -0.53 0.49
O -0.08 0.77 0.20
H 2.25 -0.52 0.66
H 2.57 -2.03 -0.27
H 1.83 -2.08 1.35
H 0.60 -1.21 -1.15
H -0.14 -0.71 1.58
H -1.36 -0.78 0.38
H -2.35 2.88 0.95
H -1.79 1.44 0.99
O -2.36 2.06 1.45
H -0.40 1.42 -1.51
H -0.56 0.73 -2.87
O -0.39 1.59 -2.47
*
```

As for the expectation value of S²: 0.755. The calculation puts the energy relative to the best compared isomer or geometry (same formula, charge and spin) at 0.031 eV. For the HOMO energy (alpha / beta), the calculation gives -0.37457 / -0.37038 Ha. The value obtained for the calculated total energy is -9866.2273 eV. As for the molecular weight: 96.11 g mol⁻¹. The value obtained for the LUMO energy (alpha / beta) is 0.69 / -2.80 eV.

8.
# C19H19BrIrN4O2

A molecular structure, C19H19BrIrN4O2 at a distorted geometry (ωB97M-V with the def2-TZVPD basis set, the OMol25 dataset).

The geometry in ORCA input format:
```
! wB97M-V def2-TZVPD RIJCOSX def2/J DEFGRID3
* xyz 4 6
N -0.03 3.26 0.22
C 0.22 4.30 -0.20
C 0.47 5.67 -0.59
H -0.50 6.17 -0.75
H 1.05 5.66 -1.52
H 1.01 6.16 0.23
N 3.69 -2.15 -0.10
C 4.29 -2.64 -0.97
C 5.23 -3.36 -1.80
H 5.57 -2.69 -2.60
H 4.69 -4.22 -2.23
H 6.05 -3.71 -1.17
N -3.23 -0.79 0.19
C -3.96 -1.67 0.01
C -4.99 -2.64 -0.29
H -4.85 -3.52 0.34
H -4.94 -2.93 -1.35
H -5.96 -2.17 -0.06
Ir 1.15 -0.72 -0.15
C 0.59 -2.30 0.74
O 0.03 -3.24 1.17
C 2.29 0.43 0.84
O 2.89 1.23 1.45
C 1.17 0.88 -1.64
C -0.25 0.99 -1.66
C -0.99 -0.14 -1.68
C -0.32 -1.39 -1.61
C 0.98 -1.46 -2.24
C 1.73 -0.28 -2.27
H 1.79 1.75 -1.40
H -0.75 1.96 -1.62
H -2.07 -0.08 -1.68
H -0.85 -2.30 -1.31
H 1.39 -2.41 -2.51
H 2.76 -0.27 -2.58
Br -3.85 -1.04 3.46
C -2.35 0.06 2.99
C -2.12 1.31 3.57
C -0.99 2.02 3.14
C -0.12 1.40 2.22
N -0.26 0.13 1.79
C -1.37 -0.51 2.16
H -2.77 1.71 4.34
H -0.72 3.03 3.48
H 0.68 2.03 1.80
H -1.46 -1.53 1.82
*
```

As for the expectation value of S²: 8.791. For the HOMO energy (alpha / beta), the calculation gives -0.73184 / -0.82897 Ha. The value obtained for the calculated total energy is -102893.2688 eV. As for the molecular weight: 607.51 g mol⁻¹. The value obtained for the LUMO energy (alpha / beta) is -14.20 / -18.78 eV.

9.
# C42H43ClN8OPbSi2

A molecular structure, C42H43ClN8OPbSi2 (ωB97M-V with the def2-TZVPD basis set, the OMol25 dataset).

The geometry in ORCA input format:
```
! wB97M-V def2-TZVPD RIJCOSX def2/J DEFGRID3
* xyz 0 1
Pb 0.26 -0.34 0.06
Cl 8.14 -0.29 -0.56
C 6.40 -0.36 -0.66
C 5.80 -0.83 -1.83
C 4.43 -0.88 -1.94
C 3.57 -0.46 -0.87
O 2.31 -0.47 -1.04
C 4.22 -0.01 0.32
C 3.53 0.32 1.53
N 2.27 0.20 1.79
C 1.87 0.41 3.12
C 2.67 0.10 4.20
C 2.24 0.33 5.52
C 1.00 0.85 5.77
C 0.13 1.13 4.70
C -1.18 1.63 4.89
C -1.98 1.85 3.82
C -1.48 1.56 2.53
N -0.27 1.11 2.31
C 0.55 0.90 3.37
C 5.62 0.04 0.39
H 6.42 -1.16 -2.66
H 3.96 -1.24 -2.84
H 4.18 0.71 2.32
H 3.63 -0.35 4.04
H 2.90 0.08 6.34
H 0.66 1.03 6.79
H -1.52 1.83 5.90
H -2.99 2.23 3.93
H -2.11 1.70 1.66
H 6.09 0.40 1.30
N -3.99 -1.79 -2.43
C -2.65 -1.84 -2.26
N -2.04 -2.34 -1.26
C -2.79 -2.90 -0.22
N -2.26 -3.44 0.82
N -0.88 -3.48 0.79
C -0.35 -3.36 1.94
C 1.12 -3.31 2.11
C 1.65 -3.33 3.39
C 3.03 -3.26 3.55
C 3.82 -3.17 2.41
C 3.19 -3.15 1.17
N 1.87 -3.21 1.01
C -4.26 -2.84 -0.31
C -5.09 -3.32 0.71
C -6.46 -3.21 0.60
C -7.03 -2.63 -0.54
C -6.23 -2.15 -1.55
C -4.84 -2.26 -1.43
H -4.37 -1.29 -3.21
H -2.07 -1.39 -3.06
H -0.97 -3.26 2.84
H 1.00 -3.40 4.25
H 3.47 -3.27 4.53
H 4.90 -3.10 2.47
H 3.77 -3.07 0.26
H -4.63 -3.76 1.58
H -7.10 -3.59 1.39
H -8.11 -2.55 -0.62
H -6.66 -1.70 -2.43
C 2.16 1.38 -3.67
Si 0.45 0.76 -3.23
C 0.47 -1.14 -3.36
C -0.61 1.28 -4.71
C -0.21 1.41 -1.58
C -1.70 1.44 -1.50
C -2.52 2.19 -2.35
C -3.89 2.20 -2.18
C -4.46 1.45 -1.15
C -3.60 0.74 -0.34
N -2.27 0.74 -0.50
Si 0.47 3.11 -1.18
C 0.32 4.35 -2.60
C -0.49 3.91 0.22
C 2.27 3.05 -0.65
H 2.42 0.94 -4.64
H 2.93 1.08 -2.96
H 2.20 2.46 -3.79
H 1.49 -1.46 -3.57
H -0.16 -1.47 -4.19
H 0.16 -1.69 -2.47
H -0.14 0.86 -5.60
H -0.66 2.36 -4.85
H -1.63 0.89 -4.67
H -2.07 2.78 -3.14
H -4.52 2.80 -2.83
H -5.53 1.43 -0.98
H -3.98 0.14 0.48
H -0.72 4.64 -2.76
H 0.71 3.99 -3.55
H 0.86 5.26 -2.34
H -1.57 3.77 0.14
H -0.30 4.99 0.21
H -0.17 3.54 1.20
H 2.95 2.78 -1.46
H 2.41 2.34 0.16
H 2.56 4.04 -0.28
*
```

The calculation puts the energy relative to the best compared isomer or geometry (same formula, charge and spin) at 0.000 eV. For the HOMO energy, the calculation gives -0.25663 Ha. The value obtained for the calculated total energy is -91748.6726 eV. As for the molecular weight: 974.69 g mol⁻¹. The value obtained for the LUMO energy is -0.30 eV.

10.
# C21H41N4O6

3 unconnected molecules or ions with the total composition C21H41N4O6 at a distorted geometry (ωB97M-V with the def2-TZVPD basis set, the OMol25 dataset).

The geometry in ORCA input format:
```
! wB97M-V def2-TZVPD RIJCOSX def2/J DEFGRID3
* xyz 0 2
C -1.16 -2.41 0.78
N -0.12 -2.74 -0.25
C 1.13 -1.96 -0.06
C -0.72 -2.50 -1.60
O -1.04 -3.53 -2.24
C -0.98 -0.99 -2.06
C -0.31 -0.56 -3.45
C -0.58 -1.57 -4.67
C 0.48 -2.72 -4.89
O 0.03 -3.89 -5.03
O 1.89 -2.58 -5.03
C -1.10 0.82 -3.88
C -0.94 2.01 -2.82
C -1.07 3.39 -3.69
C -2.17 2.10 -1.77
N 0.36 2.09 -2.11
O 0.28 2.01 -0.81
C 1.49 1.36 -2.72
C 2.23 2.23 -3.89
C 2.62 1.22 -1.56
C 1.22 -0.12 -3.25
H -1.85 -3.31 0.92
H -0.71 -2.15 1.80
H -1.82 -1.52 0.48
H 1.60 -2.32 0.93
H 0.87 -0.85 0.13
H 1.92 -2.11 -0.87
H -2.12 -0.89 -2.21
H -0.72 -0.32 -1.17
H -1.64 -2.01 -4.56
H -0.62 -0.95 -5.64
H 2.27 -2.96 -4.21
H -0.85 1.13 -4.95
H -2.22 0.54 -3.90
H -0.59 3.31 -4.72
H -2.21 3.53 -3.86
H -0.65 4.28 -3.08
H -3.13 2.01 -2.38
H -2.14 3.11 -1.24
H -2.17 1.26 -1.01
H 2.96 2.91 -3.31
H 2.88 1.59 -4.57
H 1.53 2.93 -4.44
H 3.56 0.78 -2.09
H 2.85 2.22 -1.07
H 2.32 0.42 -0.79
H 1.71 -0.18 -4.30
H 1.75 -0.91 -2.62
C 0.51 1.38 2.41
C -0.86 0.80 2.60
O -1.33 -0.05 1.85
N -1.60 1.25 3.66
C -1.23 2.24 4.65
H 0.98 0.93 1.53
H 0.45 2.46 2.25
H 1.14 1.16 3.28
H -2.51 0.82 3.72
H -1.27 1.77 5.63
H -1.96 3.06 4.60
H -0.23 2.64 4.48
C 1.63 -1.93 7.13
C 0.96 -0.77 6.46
O 1.49 0.33 6.36
N -0.29 -0.96 5.94
C -1.07 -2.18 5.95
H 2.61 -1.62 7.49
H 1.04 -2.26 7.99
H 1.77 -2.75 6.42
H -0.67 -0.14 5.50
H -1.29 -2.45 4.91
H -2.01 -1.97 6.46
H -0.56 -3.00 6.44
*
```

As for the expectation value of S²: 0.754. For the HOMO energy (alpha / beta), the calculation gives -0.31379 / -0.31591 Ha. The value obtained for the calculated total energy is -40682.3048 eV. As for the molecular weight: 445.58 g mol⁻¹. The value obtained for the LUMO energy (alpha / beta) is 0.48 / 0.03 eV.

11.
# BF4H18O9

10 unconnected molecules or ions with the total composition BF4H18O9 at a distorted geometry (ωB97M-V with the def2-TZVPD basis set, the OMol25 dataset).

The geometry in ORCA input format:
```
! wB97M-V def2-TZVPD RIJCOSX def2/J DEFGRID3
* xyz -1 1
B 1.46 0.71 0.50
F 1.08 0.00 -0.55
F 2.01 1.82 -0.04
F 0.31 1.06 1.25
F 2.32 -0.07 1.25
O -1.81 0.09 0.34
H -2.42 0.80 0.61
H -0.90 0.40 0.63
O -0.95 -2.36 -0.92
H -0.15 -2.89 -0.99
H -1.02 -1.93 -0.09
O 0.18 2.75 -1.62
H -0.14 1.82 -1.77
H 0.96 2.57 -1.09
O -1.65 0.62 -2.37
H -1.66 0.49 -1.41
H -0.83 0.25 -2.69
O -1.24 2.66 2.82
H -1.81 1.88 2.90
H -0.48 2.29 2.37
O 2.91 -1.82 -1.27
H 3.32 -1.48 -2.04
H 2.24 -1.22 -0.93
O -2.60 0.38 3.04
H -3.53 0.02 3.03
H -2.16 -0.12 2.39
O 0.98 -2.14 1.80
H 1.48 -1.33 1.71
H 1.62 -2.78 1.73
O 0.77 -0.54 -3.12
H 0.76 -1.49 -3.28
H 0.95 -0.41 -2.19
*
```

The calculation puts the energy relative to the best compared isomer or geometry (same formula, charge and spin) at 0.887 eV. For the HOMO energy, the calculation gives -0.26584 Ha. The value obtained for the calculated total energy is -30275.5216 eV. As for the molecular weight: 248.94 g mol⁻¹. The value obtained for the LUMO energy is 2.83 eV.

> Number 5 is which compound?

C8H28IO10

> Which of these has the highest calculated total energy?

C2H10NO3